No. 1
2 unconnected molecules or ions with the total composition CH5F2N2 at a distorted geometry. Source: OMol25; level of theory: wB97M-V/def2-TZVPD.

XYZ file:
```
10
Properties=species:S:1:pos:R:3:lowdin_charge:R:1
C 0.857 -0.498 0.410 0.074
N -1.862 -0.926 0.053 0.141
N 0.910 0.625 -0.557 0.116
F -1.841 0.221 -0.731 -0.076
F -2.443 -0.508 1.185 0.015
H 1.241 -1.459 0.192 0.078
H 0.559 -0.230 1.401 0.080
H 1.788 0.599 -1.154 0.203
H 0.865 1.369 0.219 0.195
H -0.074 0.806 -1.019 0.175
```

Computed properties:
Net charge = +1
Kohn-Sham gap (spin up / spin down) = 0.37130 / 0.35615 hartree
HOMO (spin up / spin down) = -0.5788 / -0.5551 Ha
DFT total energy = -349.8190 hartree


No. 2
A molecular structure, C41H52IrN5O3S3Se. Source: OMol25; level of theory: wB97M-V/def2-TZVPD.

XYZ file:
```
106
Properties=species:S:1:pos:R:3:lowdin_spin:R:1
Ir 0.357 1.658 0.481 0.007
C 4.120 -4.523 1.218 0.000
C 4.802 -3.600 0.198 0.000
C 5.164 -4.426 -1.036 0.000
C 6.097 -3.038 0.803 0.000
C 3.858 -2.445 -0.134 0.001
C 3.444 -1.585 0.875 0.000
C 2.549 -0.577 0.582 0.001
Se 2.048 0.733 1.890 0.000
C 0.720 -0.158 2.951 0.000
C 1.094 -1.080 3.914 0.000
C 0.131 -1.671 4.713 0.000
C -1.191 -1.267 4.521 0.000
C -1.600 -0.334 3.573 0.000
C -0.601 0.230 2.759 0.000
O -0.946 1.143 1.825 -0.002
C -3.070 0.066 3.410 0.000
C -3.569 -0.302 2.003 0.000
C -3.230 1.576 3.649 0.000
C -3.969 -0.657 4.415 0.000
C 0.541 -2.717 5.750 0.000
C 1.203 -3.902 5.033 0.000
C -0.654 -3.243 6.545 0.000
C 1.541 -2.095 6.735 0.000
C 2.041 -0.381 -0.696 -0.001
O 1.098 0.594 -0.908 0.011
C 2.505 -1.167 -1.756 0.001
C 3.396 -2.190 -1.423 0.000
C 2.151 -0.868 -3.220 0.000
C 2.721 0.514 -3.577 0.000
C 2.757 -1.900 -4.175 0.000
C 0.636 -0.857 -3.467 0.000
H 4.781 -5.353 1.474 0.000
H 3.195 -4.935 0.812 0.000
H 3.877 -3.994 2.141 0.000
H 5.826 -5.240 -0.742 0.000
H 5.688 -3.829 -1.785 0.000
H 4.281 -4.870 -1.500 0.000
H 6.802 -3.848 0.998 0.000
H 5.913 -2.527 1.750 0.000
H 6.570 -2.329 0.122 0.000
H 3.817 -1.695 1.886 0.000
H 2.142 -1.331 4.034 0.000
H -1.949 -1.709 5.147 0.000
H -3.015 0.228 1.229 0.000
H -4.628 -0.048 1.912 0.000
H -3.464 -1.375 1.827 0.000
H -2.619 2.158 2.960 0.000
H -2.936 1.836 4.667 0.000
H -4.278 1.859 3.519 0.000
H -3.937 -1.741 4.285 0.000
H -5.001 -0.337 4.263 0.000
H -3.699 -0.422 5.446 0.000
H 0.509 -4.370 4.332 0.000
H 1.517 -4.655 5.758 0.000
H 2.087 -3.589 4.473 0.000
H -1.392 -3.723 5.899 0.000
H -1.148 -2.447 7.107 0.000
H -0.310 -3.988 7.263 0.000
H 2.461 -1.786 6.235 0.000
H 1.810 -2.819 7.505 0.000
H 1.112 -1.219 7.224 0.000
H 3.748 -2.826 -2.218 0.000
H 3.803 0.532 -3.436 0.000
H 2.281 1.299 -2.958 0.002
H 2.512 0.743 -4.625 0.000
H 3.847 -1.906 -4.133 0.000
H 2.473 -1.646 -5.196 0.000
H 2.395 -2.909 -3.969 0.000
H 0.183 -0.001 -2.978 0.000
H 0.170 -1.780 -3.111 0.000
H 0.442 -0.771 -4.538 0.000
S 0.313 3.191 -7.748 0.190
C 0.182 3.484 -6.155 -0.003
S 1.511 3.743 -5.068 -0.053
C 0.412 3.849 -3.712 0.016
N -0.872 3.740 -4.090 0.245
N -0.984 3.575 -5.396 0.148
C -2.307 3.451 -5.931 0.004
C -2.679 4.158 -7.061 0.010
C -3.973 4.022 -7.539 -0.001
C -4.880 3.192 -6.897 0.010
C -4.493 2.494 -5.760 -0.001
C -3.203 2.621 -5.274 0.009
S 0.881 4.091 -2.144 0.401
H -1.977 4.811 -7.559 0.001
H -4.271 4.575 -8.419 0.000
H -5.885 3.087 -7.282 0.001
H -5.197 1.841 -5.260 0.000
H -2.876 2.088 -4.392 0.000
C -2.674 5.382 1.257 0.000
N -2.602 4.247 0.332 0.000
C -3.618 3.904 -0.506 0.000
C -3.558 2.814 -1.300 0.000
C -2.368 2.027 -1.262 0.000
N -1.372 2.414 -0.478 0.003
C -1.491 3.462 0.361 0.000
O -0.546 3.629 1.154 0.000
N -2.216 0.919 -1.981 0.001
H -3.584 5.937 1.051 0.000
H -1.808 6.022 1.109 0.000
H -2.681 5.019 2.282 0.000
H -4.483 4.551 -0.482 0.000
H -4.387 2.550 -1.937 0.000
H -2.962 0.559 -2.548 0.000
H -1.364 0.382 -1.896 0.000
```

Computed properties:
Net charge = +1
Spin multiplicity = 2
Kohn-Sham gap (spin up / spin down) = 0.26202 / 0.19562 hartree
HOMO (spin up / spin down) = -0.3781 / -0.3781 Ha
DFT total energy = -5793.1774 hartree


No. 3
2 unconnected molecules or ions with the total composition C3H7NO at a distorted geometry. Source: OMol25; level of theory: wB97M-V/def2-TZVPD.

XYZ file:
```
12
Properties=species:S:1:pos:R:3:lowdin_charge:R:1
C -1.385 1.794 0.943 -0.166
N -0.615 2.182 0.039 0.031
H -2.323 2.343 1.069 0.059
H -1.238 0.994 1.673 0.052
H 0.370 1.961 -0.062 0.045
O 1.798 -0.801 -0.403 0.035
C 0.927 -1.625 -0.467 -0.326
C -0.539 -1.358 -0.257 -0.054
H 1.203 -2.689 -0.636 0.113
H -0.642 -0.892 0.720 0.058
H -1.135 -2.248 -0.403 0.072
H -0.777 -0.530 -0.937 0.081
```

Computed properties:
Kohn-Sham gap = 0.38810 hartree
HOMO = -0.3513 Ha
DFT total energy = -248.4386 hartree
SMILES = CC=O.C=N


For reference, relative energy (zero: lowest compared OMol25 entry of this formula, charge and spin) by record: 2.8354; 0.1954; 2.3926 eV.